# 1
C5H11NO in the gas phase, computed with wB97M-V/def2-TZVPD.

Structure (ORCA input):
```
! RIJCOSX wB97M-V def2-TZVPD def2/J DEFGRID3
* xyz 0 1
O 2.812 -0.528 -0.659
N 0.768 -0.911 0.330
C -1.299 0.354 -0.011
C 0.748 1.468 1.006
C 1.989 -1.282 -0.191
C 0.233 0.412 0.036
C -1.852 -0.603 -1.065
H -1.528 -0.313 -2.072
H 0.573 -1.269 1.259
H 0.371 1.273 2.018
H -2.947 -0.612 -1.058
H -1.503 -1.624 -0.883
H -1.684 0.079 0.983
H 1.841 1.454 1.022
H 2.122 -2.373 -0.245
H 0.602 0.639 -0.971
H -1.663 1.370 -0.206
H 0.417 2.468 0.708
*
```

orbital gap = 10.740 eV
E_HOMO = -9.75 eV
SMILES string = CC[C@@H](C)NC=O
energy relative to the best compared isomer or geometry (same formula, charge and spin) = 0.514 eV

***

# 2
A molecular structure, C2H9FeO9P at a distorted geometry, computed with wB97M-V/def2-TZVPD.

Structure (ORCA input):
```
! RIJCOSX wB97M-V def2-TZVPD def2/J DEFGRID3
* xyz -1 6
Fe 22.269 3.817 -15.675
P 23.554 1.586 -16.183
O 20.372 2.806 -15.793
O 21.532 5.729 -19.365
O 24.097 4.799 -14.777
O 21.352 4.645 -14.004
O 23.045 0.190 -16.692
O 22.886 2.148 -14.904
O 23.206 2.771 -17.128
O 21.797 5.334 -17.186
O 25.078 1.770 -16.396
C 21.108 5.754 -18.175
C 19.668 6.212 -17.993
H 19.587 2.993 -16.307
H 24.311 5.730 -14.835
H 19.583 6.782 -17.068
H 19.057 5.335 -18.206
H 19.458 7.079 -18.620
H 24.947 4.358 -14.767
H 21.640 5.528 -13.773
H 20.399 4.675 -13.928
H 20.201 1.952 -15.395
*
```

orbital gap (spin up / spin down) = 6.781 / 6.355 eV
E_HOMO (spin up / spin down) = -4.79 / -4.38 eV

***

# 3
5 unconnected molecules or ions with the total composition C9H24BN5O12 at a distorted geometry, computed with wB97M-V/def2-TZVPD.

Structure (ORCA input):
```
! RIJCOSX wB97M-V def2-TZVPD def2/J DEFGRID3
* xyz 0 1
O 5.502 6.847 4.141
O -5.257 -8.594 -0.314
O -5.271 -2.007 1.209
O 6.025 5.049 2.982
O -3.133 -8.008 -0.328
O 1.163 2.526 -3.139
O -3.214 0.250 1.909
O 2.840 7.215 -2.259
O 4.343 5.979 -1.227
O 1.142 0.570 -2.126
O -3.434 -3.611 0.511
O -3.156 -1.184 -0.130
N -1.115 0.214 0.670
N 0.660 1.428 -2.875
N 5.559 6.188 3.096
N -4.344 -7.759 -0.311
N 3.415 6.145 -2.027
C -4.745 -6.327 -0.285
C 5.018 6.830 1.868
C -2.546 -0.247 0.831
C -0.137 -2.187 1.273
C 0.921 -2.050 2.522
C 2.950 4.947 -2.776
C -0.178 -0.899 0.259
C -0.643 1.114 -3.519
C 0.391 -3.486 0.365
B -3.961 -2.226 0.544
H 3.798 4.568 -3.351
H -1.172 -2.509 1.714
H -0.766 0.763 1.487
H 0.989 -3.062 -0.570
H 3.963 7.046 2.047
H 2.608 4.213 -2.043
H -5.325 -6.163 0.625
H -1.360 1.874 -3.200
H -5.345 -6.136 -1.178
H 0.911 -0.414 0.195
H 2.134 5.239 -3.440
H -3.295 -3.837 1.495
H 0.774 -1.023 3.063
H 1.160 -4.117 1.018
H -3.846 -5.708 -0.286
H 2.005 -2.192 2.055
H 5.133 6.140 1.029
H -0.430 -1.213 -0.865
H 0.709 -2.976 3.243
H -5.055 -2.082 2.196
H 5.588 7.745 1.696
H -0.966 0.121 -3.198
H -0.491 1.140 -4.600
H -0.514 -4.136 0.002
*
```

orbital gap = 9.551 eV
E_HOMO = -10.22 eV
SMILES string = CC(C)CNC(=O)OB(O)O.C[N+](=O)[O-].C[N+](=O)[O-].C[N+](=O)[O-].C[N+](=O)[O-]
energy relative to the best compared isomer or geometry (same formula, charge and spin) = 2.843 eV

***

# 4
A molecular structure, C4H8F3O5SSr at a distorted geometry, computed with wB97M-V/def2-TZVPD.

Structure (ORCA input):
```
! RIJCOSX wB97M-V def2-TZVPD def2/J DEFGRID3
* xyz 1 1
Sr -0.360 -2.390 1.286
S -0.849 1.473 0.456
F -3.461 1.891 0.083
F -2.950 -0.099 0.662
F -2.558 0.550 -1.327
O 1.756 -1.501 1.276
O 1.138 -2.766 -0.465
O -0.072 1.722 -0.747
O -1.215 2.696 1.386
O -0.008 -0.103 1.212
C 2.216 -1.953 0.077
C 1.271 -3.271 -1.780
C -2.567 0.948 -0.079
C -0.530 3.963 1.209
H 0.344 -3.795 -2.031
H 1.415 -2.439 -2.482
H 3.108 -2.597 0.166
H -0.940 4.617 1.981
H -0.758 4.400 0.231
H 0.544 3.773 1.314
H 2.378 -1.126 -0.637
H 2.100 -3.992 -1.791
*
```

orbital gap (spin up / spin down) = 7.426 / 7.425 eV
E_HOMO (spin up / spin down) = -11.60 / -11.60 eV
energy relative to the best compared isomer or geometry (same formula, charge and spin) = 0.273 eV

***

# 5
C2H3NO2S in the gas phase at a distorted geometry, computed with wB97M-V/def2-TZVPD.

Structure (ORCA input):
```
! RIJCOSX wB97M-V def2-TZVPD def2/J DEFGRID3
* xyz 0 1
S 0.315 0.961 -0.705
O 2.224 -0.419 0.483
O -2.304 -1.364 0.790
N -1.797 -0.208 0.169
C 1.956 0.564 -0.186
C -0.532 -0.354 0.019
H -3.031 -0.971 1.316
H 0.019 -1.275 0.218
H 2.642 1.327 -0.628
*
```

orbital gap = 9.855 eV
E_HOMO = -9.50 eV
SMILES string = O=CS/C=N/O
energy relative to the best compared isomer or geometry (same formula, charge and spin) = 2.886 eV

***

# 6
C21H34N2O4 in the gas phase, computed with wB97M-V/def2-TZVPD.

Structure (ORCA input):
```
! RIJCOSX wB97M-V def2-TZVPD def2/J DEFGRID3
* xyz 0 1
O 1.252 1.321 1.315
O -4.906 -0.326 0.889
O 2.758 -1.192 -1.988
O -3.750 2.143 -0.056
N 0.978 1.352 -0.924
N 1.320 -0.908 -0.270
C -1.784 1.009 -0.454
C 6.271 -2.098 1.573
C -5.870 -2.312 -0.189
C -5.001 2.332 0.567
C 3.431 -1.960 0.205
C 4.741 -2.406 -0.438
C -2.768 -1.393 0.420
C 2.058 3.244 0.118
C 1.394 1.886 0.248
C 4.667 2.018 1.098
C 5.697 -3.072 0.550
C -0.959 -0.101 -0.480
C -6.807 -1.502 -1.077
C -3.609 -0.287 0.445
C 4.273 2.041 -0.374
C -1.465 -1.311 -0.034
C 0.458 -0.009 -1.000
C 2.503 -1.316 -0.808
C 3.337 3.199 -0.730
C -3.096 0.948 0.004
C -5.544 -1.565 1.107
H -6.351 -0.547 -1.329
H 3.618 -1.229 0.994
H 6.997 -2.601 2.208
H -4.947 -2.519 -0.733
H 6.521 -3.516 -0.011
H 2.917 -2.814 0.653
H -7.014 -2.038 -2.000
H 5.491 -1.691 2.212
H 1.211 1.817 -1.785
H 2.289 3.589 1.126
H 3.805 1.808 1.725
H -4.956 -2.198 1.784
H 1.349 3.946 -0.328
H 0.500 -0.313 -2.054
H -6.474 -1.294 1.617
H 6.770 -1.273 1.070
H -0.846 -2.194 -0.045
H 5.091 2.975 1.396
H -3.129 -2.350 0.762
H -4.976 2.043 1.619
H 3.867 4.145 -0.594
H -5.197 3.402 0.489
H -7.749 -1.311 -0.567
H -5.797 1.781 0.061
H 3.796 1.095 -0.636
H 3.080 3.121 -1.789
H 5.412 1.245 1.274
H 4.508 -3.102 -1.246
H -6.333 -3.265 0.074
H 5.226 -1.539 -0.890
H -1.430 1.971 -0.789
H 1.250 -0.808 0.735
H 5.173 2.131 -0.988
H 5.177 -3.881 1.069
*
```

orbital gap = 8.795 eV
E_HOMO = -8.02 eV
SMILES string = CCCCC(=O)NC(NC(=O)CCCC)c1ccc(OCCC)c(OC)c1
energy relative to the best compared isomer or geometry (same formula, charge and spin) = 1.511 eV